The following is a DFT calculation (the ωB97M-V functional and the def2-TZVPD basis) of a structure of composition C38H76O46S7 in a non-equilibrium geometry.

Values from the calculation:
* M: 1493.4 g/mol
* net charge: 0
* energy above the lowest of the compared OMol25 structures with the same formula, charge and spin: 0.000 eV
* LUMO level: -0.158 eV
* frontier orbital gap: 9.91 eV
* highest occupied orbital energy: -10.06 eV

Each line ends with the Mulliken charge.
Cartesian coordinates (Å):
1 C 6.24557 6.69916 -25.99909  -0.667
2 C 5.04351 7.59466 -26.30856  -0.450
3 O 5.22826 8.88951 -25.73070  -0.105
4 C 5.31285 9.95370 -26.49354  0.629
5 O 5.34546 9.95559 -27.68662  -0.605
6 O 5.34507 11.02611 -25.73647  -0.116
7 C 5.59100 12.27050 -26.37896  -0.799
8 H 6.10393 5.72589 -26.45663  0.199
9 H 6.25759 6.64377 -24.90950  0.045
10 H 7.09227 7.24014 -26.41779  0.526
11 H 4.09699 7.19777 -25.93407  -0.076
12 H 4.81173 7.71524 -27.36796  0.503
13 H 5.83919 13.00414 -25.62131  0.211
14 H 4.64767 12.62508 -26.80851  0.304
15 H 6.26949 12.16170 -27.21975  0.362
16 C 2.13754 13.18286 -15.17503  -0.662
17 C 3.16901 13.67151 -14.14588  -0.448
18 O 4.29267 12.81125 -14.32639  -0.197
19 C 4.98983 12.46296 -13.24870  0.673
20 O 4.93558 12.92812 -12.14148  -0.593
21 O 5.87346 11.56243 -13.67518  -0.258
22 C 6.62455 10.72392 -12.84183  -0.547
23 H 2.31020 12.13370 -15.39166  0.007
24 H 2.18139 13.81027 -16.06448  0.263
25 H 1.12067 13.33722 -14.80692  0.326
26 H 2.84980 13.64606 -13.10839  0.416
27 H 3.38142 14.70833 -14.40051  0.284
28 H 5.99183 9.97348 -12.36368  0.103
29 H 7.10329 11.24145 -12.00395  0.379
30 H 7.40208 10.19781 -13.38502  0.271
31 C 7.54857 0.84226 -21.78092  -1.477
32 C 6.95463 2.21306 -21.98140  0.292
33 O 7.55596 2.75649 -23.18355  -0.126
34 C 8.30717 3.84890 -23.08460  0.777
35 O 8.51038 4.49961 -22.10144  -0.477
36 O 8.75584 4.12458 -24.30975  -0.353
37 C 9.64675 5.21064 -24.49600  -0.595
38 H 7.57183 0.31441 -22.73116  0.325
39 H 7.02258 0.26168 -21.02007  0.354
40 H 8.55290 0.92224 -21.35925  0.369
41 H 7.02885 2.83789 -21.09244  0.056
42 H 5.89778 2.28055 -22.26222  0.226
43 H 10.07513 5.61126 -23.57940  0.308
44 H 9.06111 5.95796 -25.03419  0.114
45 H 10.48795 4.98235 -25.15222  0.260
46 C 0.72693 8.59159 -17.12961  -1.079
47 C 1.21127 7.34557 -16.42343  1.160
48 O 0.17370 6.53153 -15.88487  -0.370
49 C 0.51154 5.35699 -15.37262  0.722
50 O 1.60312 4.88112 -15.35937  -0.253
51 O -0.59527 4.79136 -14.96325  -0.403
52 C -0.56878 3.42282 -14.61371  -0.464
53 H -0.22218 8.86341 -16.64129  0.578
54 H 0.37223 8.46476 -18.15251  0.122
55 H 1.40833 9.41969 -16.97960  0.059
56 H 1.80289 7.62645 -15.55170  -0.536
57 H 1.89627 6.84558 -17.11727  -0.062
58 H -1.57037 2.99427 -14.59760  0.256
59 H -0.19545 3.33922 -13.59090  0.287
60 H -0.00750 2.81599 -15.32497  0.098
61 C 3.87596 10.13599 -18.03741  -0.594
62 C 4.56782 8.79042 -18.06802  0.607
63 O 4.24845 8.10616 -19.30688  0.434
64 C 5.10211 7.18037 -19.78176  0.109
65 O 6.17709 6.87670 -19.37674  -0.230
66 O 4.46593 6.78073 -20.88268  -0.033
67 C 4.74824 5.58367 -21.55884  0.349
68 H 4.42472 10.99285 -18.41658  -0.052
69 H 3.74500 10.31591 -16.96325  0.135
70 H 2.88455 10.10464 -18.49292  -0.191
71 H 4.37395 8.05051 -17.29735  -0.428
72 H 5.62456 9.03813 -18.11900  0.194
73 H 3.90352 4.89140 -21.48993  0.207
74 H 5.60492 5.07864 -21.11533  -0.004
75 H 4.90563 5.67400 -22.63222  -0.585
76 C 6.05045 1.37410 -25.82092  -1.444
77 C 6.01479 2.88717 -25.88141  -0.274
78 O 5.09169 3.36916 -24.88436  -0.033
79 C 4.08622 4.14456 -25.30634  0.595
80 O 3.84005 4.38834 -26.46053  -0.592
81 O 3.42939 4.60430 -24.24516  -0.018
82 C 2.17349 5.23355 -24.42984  -0.681
83 H 5.07072 0.99350 -26.11800  0.390
84 H 6.22941 1.02119 -24.80758  0.126
85 H 6.76716 0.96071 -26.52776  0.397
86 H 5.71584 3.20722 -26.88099  0.659
87 H 6.95530 3.41168 -25.74451  0.162
88 H 1.66988 4.92672 -25.35188  0.429
89 H 2.33621 6.30594 -24.54321  0.010
90 H 1.42376 5.01605 -23.67333  0.246
91 C -0.14839 10.56557 -21.86146  -0.805
92 C 0.83708 10.13583 -20.74566  0.805
93 O 1.40483 8.94696 -21.23168  -0.249
94 S 1.33441 8.81699 -22.84896  1.021
95 O 0.45012 7.76004 -23.19357  -0.663
96 O 2.67520 8.85022 -23.34234  -0.170
97 O 0.57647 10.25217 -23.05342  -0.387
98 H -0.33863 11.63174 -21.85863  0.451
99 H -1.04199 9.94234 -21.83150  0.389
100 H 0.26955 9.92876 -19.84169  0.124
101 H 1.53059 10.96441 -20.59983  -0.451
102 C 4.47187 13.56547 -20.13342  -0.214
103 C 3.92697 15.02387 -20.23866  -0.441
104 O 2.71758 14.95593 -20.97548  -0.380
105 S 2.62487 13.60556 -21.83152  1.040
106 O 3.34014 13.77288 -23.04705  -0.561
107 O 1.26420 13.20145 -21.88745  -0.554
108 O 3.48562 12.75913 -20.75933  0.127
109 H 4.59532 13.26207 -19.09887  0.248
110 H 5.40476 13.49371 -20.68796  0.259
111 H 4.62003 15.70618 -20.73934  0.288
112 H 3.77190 15.54036 -19.29085  0.284
113 C 3.18280 8.00148 -11.65980  -0.482
114 C 2.63232 6.78562 -12.39733  -0.319
115 O 3.29109 6.79853 -13.65705  0.026
116 S 4.38966 7.99099 -13.83167  0.154
117 O 4.34843 8.58374 -15.11984  0.166
118 O 5.65380 7.56139 -13.27943  -0.477
119 O 3.58150 8.85415 -12.71489  -0.198
120 H 4.08578 7.79765 -11.07289  0.260
121 H 2.49725 8.48118 -10.96723  0.363
122 H 1.54353 6.82263 -12.47443  0.248
123 H 2.85841 5.80998 -11.96710  0.319
124 C 4.75386 4.73802 -15.97295  -0.414
125 C 5.45912 3.38903 -16.15379  -0.345
126 O 6.62651 3.40013 -15.31589  -0.441
127 S 6.55086 4.70111 -14.34830  1.188
128 O 7.88263 5.13900 -14.13580  -0.555
129 O 5.63126 4.47431 -13.28580  -0.599
130 O 5.80748 5.59828 -15.52435  -0.010
131 H 3.99219 4.73045 -15.19954  0.257
132 H 4.40215 5.13925 -16.91989  0.266
133 H 5.79217 3.14974 -17.16160  0.213
134 H 4.78364 2.58932 -15.84589  0.335
135 C 8.37235 5.42323 -18.10199  0.688
136 C 9.26297 6.67095 -18.32767  -0.020
137 O 10.55469 6.25774 -17.82980  -0.418
138 S 10.50231 4.83498 -17.07595  0.928
139 O 10.06261 5.06620 -15.72961  -0.447
140 O 11.66836 4.04966 -17.29951  -0.592
141 O 9.29313 4.33695 -18.02198  -0.396
142 H 7.78423 5.15406 -18.96959  -0.084
143 H 7.83751 5.60049 -17.16964  -0.162
144 H 9.00236 7.51770 -17.69696  0.213
145 H 9.35460 7.00966 -19.35635  0.237
146 C 5.18409 10.37223 -21.91221  0.309
147 C 6.25963 9.67692 -22.70999  0.160
148 O 7.21707 9.26027 -21.76659  -0.205
149 S 7.34705 10.30879 -20.55945  1.011
150 O 8.42310 11.21195 -20.82188  -0.676
151 O 7.30598 9.63416 -19.30126  -0.427
152 O 5.92383 11.05258 -20.86677  -0.368
153 H 4.51204 9.67983 -21.39808  -0.383
154 H 4.58144 11.07591 -22.47760  0.480
155 H 6.73926 10.31798 -23.45566  0.299
156 H 5.83134 8.86442 -23.29502  -0.300
157 C 1.70422 2.69276 -18.07949  0.535
158 C 1.26391 2.06066 -19.42481  -0.286
159 O 2.37779 1.24664 -19.83011  -0.410
160 S 3.72586 1.69777 -19.06137  0.848
161 O 4.25465 2.92788 -19.55741  0.047
162 O 4.56871 0.58150 -18.80538  -0.639
163 O 2.88884 2.00193 -17.68439  -0.367
164 H 0.97357 2.47891 -17.30367  -0.254
165 H 1.90165 3.76375 -18.07810  -0.078
166 H 1.06728 2.76242 -20.22921  0.275
167 H 0.46259 1.35224 -19.23870  0.329